# 1
ORCA calculation (ωB97M-V/def2-TZVPD) on the ion C5H15N3 with charge +2.

Its net charge is +2. As for the HOMO-LUMO gap: 11.51 eV. The multiplicity is 1. The value obtained for the largest force on an atom is 0.062 Eh/bohr. The calculation puts the total energy at -9882.2378 eV. The calculation puts the energy relative to the best compared isomer or geometry (same formula, charge and spin) at 1.322 eV. The lowest unoccupied orbital energy is -0.2475 Ha. As for the structure (SMILES): C[C@H]([NH3+])CC/[NH+]=C/N.

Structure (XYZ):
```
23
Properties=species:S:1:pos:R:3:forces:R:3
C 0.03422 -2.08763 0.05214 0.682 0.873 1.894
C -0.50747 -1.20760 -1.03964 -0.167 -0.005 -0.033
N -0.10766 -1.90304 -2.37492 1.625 0.582 0.175
C 0.06087 0.26053 -1.10393 -1.942 -2.145 -1.294
C -0.67860 1.23421 -0.17967 1.540 1.646 -0.004
N 0.24925 1.48362 0.98160 -1.795 -0.815 -0.559
C -0.04124 2.16905 2.07922 1.752 -1.284 -1.070
N 0.90010 2.36513 2.96000 -0.271 0.683 2.013
H -0.42398 -3.04500 0.26499 -0.010 -0.502 -0.871
H 1.12450 -2.10427 0.16014 0.020 -0.447 -0.741
H -0.18935 -1.62249 1.01197 -0.403 0.554 0.105
H -1.60181 -1.24233 -0.94539 0.255 0.246 -0.548
H 0.85321 -1.53555 -2.67793 -1.320 -1.011 0.661
H -0.66201 -1.82799 -3.23079 -0.619 0.228 0.331
H -0.05722 -2.88530 -2.09456 0.339 -0.148 -0.669
H 1.15172 0.12248 -0.97575 -0.406 0.841 -0.202
H -0.25055 0.47785 -2.15496 0.917 0.686 0.706
H -0.71330 2.23359 -0.66486 -0.463 -0.807 -0.020
H -1.68590 0.90275 0.08814 0.275 0.014 0.202
H 1.02006 0.84081 0.86344 0.588 0.695 0.981
H -1.04888 2.53237 2.19476 -0.105 0.291 0.269
H 1.88334 2.12364 2.88263 -0.286 -0.241 -0.570
H 0.69074 2.71517 3.90337 -0.207 0.069 -0.755
```
Forces are in eV/Å.

# 2
ORCA calculation (ωB97M-V/def2-TZVPD) on a structure of composition C5H9InNO2.

Its net charge is +3. As for the HOMO-LUMO gap: 5.19 eV. The multiplicity is 1. The value obtained for the largest force on an atom is 0.070 Eh/bohr. The calculation puts the total energy at -16050.4161 eV. The calculation puts the energy relative to the best compared isomer or geometry (same formula, charge and spin) at 0.000 eV. The lowest unoccupied orbital energy is -0.6795 Ha.

Structure (XYZ):
```
18
Properties=species:S:1:pos:R:3:forces:R:3
N -1.09748 1.78038 -0.26838 -0.574 -0.478 -2.272
C 0.17140 1.59652 -0.63368 -0.474 2.699 1.022
C 0.85842 0.06062 -0.26552 1.614 -3.152 0.513
C 0.37945 -0.64518 1.09804 -1.186 1.182 -0.685
C -0.86628 -1.39671 0.61930 0.520 0.715 0.708
C -0.65681 -1.51363 -0.86671 -1.347 -1.150 0.074
O -1.29239 -1.86304 -1.76872 0.471 0.227 0.026
O 0.70012 -0.90993 -1.14258 0.004 1.313 -0.388
H -1.81836 1.13194 -0.61058 -0.015 0.039 -0.081
H -1.49281 2.73951 -0.23036 0.322 0.094 1.616
H 0.34157 1.64290 -1.75157 0.148 -1.365 -0.038
H 0.79124 2.37579 -0.18146 0.132 0.080 -0.169
H 1.94188 0.34437 -0.23927 -0.843 0.930 -0.859
H 0.25508 0.11470 1.86937 -0.222 -0.258 0.244
H 1.19966 -1.33215 1.33926 -0.872 0.036 0.031
H -1.74787 -0.79390 0.84756 -0.269 -0.232 -0.126
H -1.02811 -2.36837 1.09079 0.021 -0.157 -0.192
In 3.36129 -0.96383 1.09449 2.571 -0.523 0.576
```
Forces are in eV/Å.

What did the first record say?
ORCA calculation (ωB97M-V/def2-TZVPD) on the ion C5H15N3 with charge +2.

Its net charge is +2. As for the HOMO-LUMO gap: 11.51 eV. The multiplicity is 1. The value obtained for the largest force on an atom is 0.062 Eh/bohr. The calculation puts the total energy at -9882.2378 eV. The calculation puts the energy relative to the best compared isomer or geometry (same formula, charge and spin) at 1.322 eV. The lowest unoccupied orbital energy is -0.2475 Ha. As for the structure (SMILES): C[C@H]([NH3+])CC/[NH+]=C/N.

Structure (XYZ):
```
23
Properties=species:S:1:pos:R:3:forces:R:3
C 0.03422 -2.08763 0.05214 0.682 0.873 1.894
C -0.50747 -1.20760 -1.03964 -0.167 -0.005 -0.033
N -0.10766 -1.90304 -2.37492 1.625 0.582 0.175
C 0.06087 0.26053 -1.10393 -1.942 -2.145 -1.294
C -0.67860 1.23421 -0.17967 1.540 1.646 -0.004
N 0.24925 1.48362 0.98160 -1.795 -0.815 -0.559
C -0.04124 2.16905 2.07922 1.752 -1.284 -1.070
N 0.90010 2.36513 2.96000 -0.271 0.683 2.013
H -0.42398 -3.04500 0.26499 -0.010 -0.502 -0.871
H 1.12450 -2.10427 0.16014 0.020 -0.447 -0.741
H -0.18935 -1.62249 1.01197 -0.403 0.554 0.105
H -1.60181 -1.24233 -0.94539 0.255 0.246 -0.548
H 0.85321 -1.53555 -2.67793 -1.320 -1.011 0.661
H -0.66201 -1.82799 -3.23079 -0.619 0.228 0.331
H -0.05722 -2.88530 -2.09456 0.339 -0.148 -0.669
H 1.15172 0.12248 -0.97575 -0.406 0.841 -0.202
H -0.25055 0.47785 -2.15496 0.917 0.686 0.706
H -0.71330 2.23359 -0.66486 -0.463 -0.807 -0.020
H -1.68590 0.90275 0.08814 0.275 0.014 0.202
H 1.02006 0.84081 0.86344 0.588 0.695 0.981
H -1.04888 2.53237 2.19476 -0.105 0.291 0.269
H 1.88334 2.12364 2.88263 -0.286 -0.241 -0.570
H 0.69074 2.71517 3.90337 -0.207 0.069 -0.755
```
Forces are in eV/Å.